1.
Density functional theory data (the ωB97M-V functional and the def2-TZVPD basis) for a structure of composition C33H41AlN6P2Se.

Geometry as XYZ:
```
84
Properties=species:S:1:pos:R:3:mulliken_charge:R:1
Al -0.394 -0.135 -0.343 -1.11
C -0.588 -1.340 3.271 -1.67
P -0.089 0.132 2.314 1.31
C 1.728 0.198 2.592 -0.55
N 2.190 0.136 3.819 -0.13
C 3.505 0.366 4.027 0.36
C 4.032 0.320 5.340 -0.65
C 5.350 0.605 5.539 -0.60
C 6.198 0.946 4.450 -0.58
C 5.720 0.996 3.175 -0.57
C 4.359 0.695 2.936 0.35
N 3.882 0.663 1.672 -0.22
C 2.612 0.387 1.495 -0.60
P 2.094 -0.008 -0.215 1.54
C 2.947 1.205 -1.257 -1.61
C 2.936 -1.665 -0.517 1.83
C 4.445 -1.491 -0.688 -1.69
C 2.347 -2.282 -1.790 -1.75
C 2.630 -2.559 0.693 -1.79
C -0.763 1.588 3.313 1.60
C -0.610 1.398 4.824 -1.59
C -0.025 2.849 2.852 -1.53
C -2.258 1.718 3.008 -1.56
H -0.025 -1.354 4.204 0.46
H -0.372 -2.251 2.712 0.42
H -1.656 -1.310 3.485 0.39
H 3.368 0.073 6.160 0.49
H 5.761 0.578 6.540 0.43
H 7.240 1.164 4.645 0.42
H 6.356 1.250 2.336 0.49
H 3.978 1.275 -0.913 0.49
H 2.476 2.184 -1.172 0.51
H 2.914 0.885 -2.300 0.33
H 4.692 -1.037 -1.650 0.37
H 4.908 -2.481 -0.660 0.49
H 4.887 -0.896 0.108 0.29
H 2.492 -1.640 -2.663 0.42
H 1.281 -2.476 -1.698 0.08
H 2.851 -3.231 -1.991 0.64
H 3.239 -2.293 1.558 0.35
H 2.845 -3.598 0.437 0.62
H 1.578 -2.500 0.996 0.22
H 0.419 1.234 5.126 0.28
H -1.220 0.569 5.190 0.37
H -0.966 2.309 5.314 0.54
H 1.052 2.779 3.019 0.31
H -0.388 3.707 3.424 0.53
H -0.202 3.056 1.795 0.18
H -2.793 0.769 3.117 0.33
H -2.433 2.112 2.012 0.21
H -2.702 2.419 3.718 0.57
N -3.571 0.178 0.099 0.41
C -3.132 -1.134 0.156 0.66
C -4.095 -2.138 0.254 -1.01
C -3.702 -3.453 0.278 -0.56
C -2.341 -3.767 0.216 -1.21
C -1.454 -2.735 0.140 -0.24
N -1.828 -1.425 0.128 0.99
C -2.939 1.350 -0.272 0.27
C -3.733 2.472 -0.516 -0.97
C -3.140 3.653 -0.884 -0.69
C -1.750 3.715 -1.021 -1.07
C -1.037 2.583 -0.762 -0.46
N -1.610 1.412 -0.374 1.47
H -4.573 0.265 0.148 0.24
H -5.147 -1.876 0.287 0.54
H -4.443 -4.240 0.331 0.46
H -1.993 -4.790 0.211 0.54
H -0.389 -2.922 0.074 0.50
H -4.810 2.397 -0.418 0.56
H -3.749 4.528 -1.075 0.45
H -1.254 4.625 -1.325 0.55
H 0.043 2.562 -0.862 0.68
Se -0.748 -0.786 -2.581 -0.15
C 0.407 -0.339 -4.052 0.40
C 0.838 -1.379 -4.859 -0.40
C 1.563 -1.051 -6.001 -0.42
N 1.865 0.201 -6.344 -0.56
C 1.448 1.183 -5.548 -0.49
C 0.713 0.969 -4.387 -0.19
H 0.612 -2.409 -4.621 0.46
H 1.913 -1.832 -6.667 0.38
H 1.706 2.192 -5.853 0.37
H 0.386 1.806 -3.784 0.45
```

- gap between HOMO and LUMO (eV) = 7.296
- net charge = +2
- relative energy (zero: lowest compared OMol25 entry of this formula, charge and spin) (kcal per mole) = 19.4
- HOMO energy (eV) = -13.247
- LUMO (eV) = -5.951

2.
Density functional theory data (the ωB97M-V functional and the def2-TZVPD basis) for a structure of composition C33H41KN6O8P2S.

Geometry as XYZ:
```
92
Properties=species:S:1:pos:R:3:mulliken_charge:R:1
K 1.765 0.281 0.148 1.23
C -3.589 -0.619 -2.444 -2.16
C -2.160 -0.776 -2.002 0.24
N -1.198 -0.021 -2.381 1.49
N -1.536 1.023 -3.192 -1.36
C -0.515 1.818 -3.441 0.11
N -0.869 2.913 -4.224 -0.59
S 1.133 1.690 -2.981 -0.33
C -1.844 -1.805 -0.976 1.02
C -2.869 -2.550 -0.391 -1.02
C -2.577 -3.422 0.644 -0.55
C -1.271 -3.521 1.083 -1.62
C -0.313 -2.745 0.442 -0.12
N -0.570 -1.934 -0.576 0.86
H -3.655 0.202 -3.152 0.44
H -4.236 -0.413 -1.588 0.37
H -3.949 -1.537 -2.921 0.37
H -1.850 3.141 -4.162 0.24
H -0.233 3.687 -4.123 0.26
H -3.893 -2.420 -0.712 0.40
H -3.372 -3.985 1.120 0.37
H -0.988 -4.143 1.922 0.39
H 0.706 -2.742 0.812 0.56
C 4.052 4.466 -1.576 -1.87
C 3.916 3.906 -0.160 1.10
O 4.702 4.681 0.749 -0.67
P 4.481 2.185 -0.159 0.48
O 4.567 1.657 1.330 -0.63
O 6.053 2.225 -0.522 -0.56
O 3.735 1.352 -1.123 -0.71
P 2.143 3.927 0.469 1.15
O 1.258 4.204 -0.841 -0.57
O 2.112 5.136 1.345 -0.94
O 1.870 2.543 0.997 -0.84
H 5.112 4.556 -1.830 0.42
H 3.596 5.456 -1.609 0.37
H 3.549 3.828 -2.304 0.30
H 4.028 5.140 1.289 0.50
H 3.719 1.708 1.812 0.41
H 6.164 1.749 -1.353 0.38
H 1.156 3.407 -1.409 0.10
C -1.567 3.343 0.856 -1.24
C -1.913 2.051 0.111 0.11
C -2.905 1.228 0.890 0.27
C -4.269 1.450 0.731 -0.51
C -5.212 0.754 1.473 -1.07
C -4.780 -0.181 2.403 -0.48
C -3.426 -0.432 2.592 0.75
C -2.976 -1.457 3.601 -0.74
C -2.716 -0.858 4.985 -1.29
C -2.478 0.275 1.830 -0.45
N -1.130 -0.086 1.937 1.53
C -0.353 0.488 2.779 -0.31
C 0.985 0.059 3.070 -0.14
C 1.881 0.712 3.934 -0.85
C 3.057 -0.041 3.905 -1.09
C 2.794 -1.106 3.023 -0.40
N 1.553 -1.059 2.517 -0.07
H -0.927 3.990 0.259 0.36
H -1.024 3.119 1.777 0.12
H -2.477 3.888 1.124 0.42
H -1.005 1.476 -0.070 -0.56
H -2.326 2.277 -0.875 0.61
H -4.590 2.184 -0.003 0.42
H -6.270 0.932 1.321 0.36
H -5.504 -0.742 2.987 0.40
H -2.063 -1.933 3.239 -0.13
H -3.742 -2.235 3.681 0.56
H -1.913 -0.121 4.939 0.26
H -2.419 -1.629 5.699 0.39
H -3.609 -0.357 5.367 0.34
H -0.690 1.360 3.357 0.37
H 1.698 1.638 4.461 0.44
H 3.985 0.158 4.422 0.41
H 3.473 -1.899 2.728 0.44
C 2.663 -4.429 -0.470 -1.71
C 2.346 -3.194 -1.279 0.80
O 2.648 -2.093 -0.884 -0.66
C 1.622 -3.331 -2.584 0.52
C 1.366 -4.568 -3.169 -0.39
C 0.663 -4.645 -4.362 -0.69
C 0.201 -3.480 -4.965 -0.58
C 0.447 -2.245 -4.381 -0.34
C 1.159 -2.164 -3.195 0.05
H 3.101 -4.118 0.475 0.31
H 3.361 -5.073 -1.009 0.50
H 1.752 -5.002 -0.287 0.37
H 1.710 -5.476 -2.689 0.33
H 0.464 -5.609 -4.815 0.37
H -0.363 -3.538 -5.889 0.37
H 0.065 -1.333 -4.825 0.45
H 1.319 -1.198 -2.732 0.08
```

- gap between HOMO and LUMO (eV) = 6.132
- net charge = -2
- HOMO energy (eV) = -2.173
- LUMO (eV) = 3.959

no.,total energy (a.u.)
1,-4936.87442
2,-3893.79097